(1)
Here is a cluster of 2 separate species, C6H13N3O2 in total from OMol25. Energies are from wB97M-V/def2-TZVPD.

XYZ file:
```
24
Properties=species:S:1:pos:R:3:lowdin_charge:R:1
O 3.59 -1.11 -0.57 -0.043
O 4.09 0.18 1.10 0.000
N 1.09 -0.59 -1.58 0.156
N 3.20 -0.04 0.28 -0.069
N -0.10 2.13 0.27 0.048
C -1.03 -1.45 0.89 -0.185
C 0.40 -0.89 0.73 -0.140
C 0.44 -0.10 -0.57 -0.362
C -0.47 1.03 -0.64 -0.392
C -2.07 -0.33 0.79 -0.198
C -1.90 0.54 -0.46 -0.153
H -1.06 -2.15 1.77 0.120
H -0.77 2.96 0.27 0.112
H -0.42 1.29 -1.68 0.121
H -2.62 1.34 -0.48 0.114
H 0.75 2.60 -0.15 0.102
H 0.50 0.05 1.43 0.147
H 1.17 -1.71 0.76 0.118
H -2.02 0.41 1.64 0.117
H -3.17 -0.54 0.78 0.118
H -2.09 -0.11 -1.26 0.100
H 2.80 -1.36 -1.09 0.040
H -1.26 -2.14 0.09 0.101
H 0.97 0.00 -2.33 0.025
```

Its SMILES is [H]/N=C1/CCCC[C@H]1N.O=NO. For the energy above the lowest of the compared OMol25 structures with the same formula, charge and spin, the calculation gives 346.0 kJ/mol. As for the spin multiplicity: 1. As for the total charge: 0. For the HOMO-LUMO gap, the calculation gives 10.218 eV.

(2)
Here is an isolated molecule of C6H13N3O3 from OMol25. Energies are from wB97M-V/def2-TZVPD.

XYZ file:
```
25
Properties=species:S:1:pos:R:3:lowdin_charge:R:1
O 3.30 -0.70 -1.23 0.110
O -1.58 1.26 -1.94 -0.088
O 1.13 -0.37 -1.78 0.074
N -2.61 1.20 1.52 0.122
N -1.26 -0.29 0.22 0.087
N -2.19 1.65 -0.70 -0.020
C 1.65 -0.69 1.53 -0.172
C -0.86 -1.16 1.35 -0.208
C 1.98 0.33 0.42 -0.089
C 0.54 -1.62 1.11 -0.209
C 2.03 -0.33 -0.95 -0.502
C -2.03 0.67 0.38 -0.474
H 1.36 -0.11 2.41 0.115
H -3.29 1.96 1.43 0.096
H -0.92 0.58 -1.87 0.038
H 0.59 -1.85 0.08 0.091
H -1.52 -1.89 1.26 0.067
H -0.98 -0.57 2.33 0.134
H -3.18 1.75 -1.08 0.149
H 1.25 1.19 0.35 0.143
H -2.91 0.65 2.30 0.078
H 2.45 -1.36 1.72 0.095
H 2.98 0.73 0.57 0.108
H 0.70 -2.51 1.82 0.139
H 3.25 -1.21 -2.04 0.116
```

Its SMILES is N/C(=N\CCCCC(=O)O)NO. For the energy above the lowest of the compared OMol25 structures with the same formula, charge and spin, the calculation gives 220.8 kJ/mol. As for the spin multiplicity: 1. As for the total charge: 0. For the HOMO-LUMO gap, the calculation gives 9.436 eV.

(3)
Here is an isolated molecule of C6H13N3O3S from OMol25. Energies are from wB97M-V/def2-TZVPD.

XYZ file:
```
26
Properties=species:S:1:pos:R:3:lowdin_charge:R:1
S -0.74 1.06 1.68 0.957
O 0.29 1.85 2.29 -0.458
O 0.84 0.69 -1.05 -0.143
O 2.98 2.63 -3.32 -0.087
N -1.54 0.06 2.92 -0.229
N -2.30 -0.94 2.36 -0.088
N 0.18 -0.29 1.06 -0.258
C 1.69 0.86 -2.14 -0.204
C 1.27 0.11 0.22 -0.251
C 2.57 2.16 -2.05 -0.236
C -0.87 -1.28 0.44 -0.049
C -2.04 -1.54 1.09 -0.414
C -3.01 -2.47 0.61 -0.057
H 1.82 0.74 0.90 0.110
H 0.88 0.99 -2.92 0.144
H 1.88 -0.72 0.12 0.105
H -0.83 -0.28 3.63 0.124
H 3.42 2.16 -1.38 0.103
H 2.31 -0.03 -2.45 0.135
H -3.06 -2.44 -0.51 0.111
H -3.92 -2.29 1.07 0.050
H -3.30 -0.86 2.55 0.128
H -2.51 -3.48 0.99 0.145
H 2.52 2.17 -4.05 0.090
H 2.02 3.03 -1.58 0.131
H -0.55 -1.89 -0.49 0.141
```

For the energy above the lowest of the compared OMol25 structures with the same formula, charge and spin, the calculation gives 140.5 kJ/mol. As for the spin multiplicity: 1. As for the total charge: 0. For the HOMO-LUMO gap, the calculation gives 8.736 eV.

(4)
Here is the ion C6H13N3O4 with charge +2 from OMol25. Energies are from wB97M-V/def2-TZVPD.

XYZ file:
```
26
Properties=species:S:1:pos:R:3:lowdin_charge:R:1
O 0.09 2.37 -0.94 0.213
O 2.35 -0.50 0.23 -0.116
O -1.97 1.12 1.08 0.162
O -3.59 1.22 -0.57 0.114
N 0.90 2.13 -0.08 -0.250
N 2.12 2.50 -0.10 0.322
N -0.75 -0.25 -0.16 0.044
C 1.35 -1.59 0.03 -0.163
C 0.37 1.52 1.13 0.074
C -2.95 0.40 0.27 -0.327
C -2.07 -0.45 -0.59 -0.044
C -0.78 0.73 0.72 -0.225
C 0.29 -1.06 -0.88 -0.053
H -2.22 -0.03 -1.59 0.172
H -2.32 -1.57 -0.47 0.198
H 0.84 -0.40 -1.53 0.137
H -4.28 1.80 -0.18 0.164
H 2.30 3.16 -0.87 0.209
H -3.58 -0.18 1.05 0.216
H 1.12 1.00 1.67 0.144
H 2.00 -2.43 -0.39 0.159
H 2.75 2.06 0.60 0.194
H 1.09 -1.96 1.20 0.198
H -0.19 2.41 1.55 0.212
H -0.15 -1.97 -1.36 0.171
H 3.02 -0.87 0.76 0.075
```

Its SMILES is N[N+](=O)CC1=[N+](CCO)C[C@H](O)O1. As for the spin multiplicity: 1. As for the total charge: +2. For the HOMO-LUMO gap, the calculation gives 8.688 eV.

(5)
Here is the ion C6H13N4 with charge +1 from OMol25. Energies are from wB97M-V/def2-TZVPD.

XYZ file:
```
23
Properties=species:S:1:pos:R:3:lowdin_charge:R:1
N -2.83 0.75 -0.75 0.024
N -0.84 1.33 -1.98 0.095
N 1.07 0.66 -0.92 0.076
N 0.38 1.23 -2.04 -0.008
C 0.43 0.25 0.08 0.016
C 1.77 0.56 2.12 -0.123
C -1.61 0.89 -1.12 -0.086
C 1.11 -0.41 1.26 -0.458
C 2.10 -1.47 0.67 -0.059
C -3.52 -0.54 -0.99 -0.041
H 2.34 -2.30 1.40 0.111
H 2.13 -0.02 3.04 0.115
H 0.22 -0.93 1.85 0.171
H -2.82 -1.16 -1.56 0.081
H -4.47 -0.50 -1.63 0.117
H 1.04 1.40 2.41 0.105
H 2.75 1.07 1.77 0.115
H 0.92 1.18 -2.87 0.170
H 1.59 -1.90 -0.12 0.038
H 3.04 -0.95 0.27 0.105
H -3.69 -1.11 -0.01 0.112
H -3.15 1.14 0.12 0.154
H 2.05 0.85 -1.01 0.170
```

For the energy above the lowest of the compared OMol25 structures with the same formula, charge and spin, the calculation gives 548.9 kJ/mol. As for the spin multiplicity: 1. As for the total charge: +1. For the HOMO-LUMO gap (spin up / spin down), the calculation gives 9.887 / 9.886 eV.

(6)
Here is a cluster of 2 separate species, C6H13N4 in total from OMol25. Energies are from wB97M-V/def2-TZVPD.

XYZ file:
```
23
Properties=species:S:1:pos:R:3:lowdin_charge:R:1
N 3.52 1.43 -0.18 0.040
N 1.25 0.48 0.80 0.134
N -2.21 0.68 -1.29 0.277
N -2.34 1.54 0.91 0.249
C -0.23 -2.58 -0.46 -0.037
C -1.32 -1.84 -0.21 -0.141
C -1.07 -0.54 0.47 -0.164
C 0.47 -0.60 0.39 -0.233
C -1.94 0.65 0.01 -0.229
C 0.99 -1.84 0.03 0.015
H -2.92 1.19 -1.75 0.143
H 4.08 1.43 0.63 0.032
H -0.25 -3.37 -1.07 0.070
H 3.89 2.26 -0.60 0.042
H 1.91 -2.18 -0.33 0.086
H -3.01 2.20 0.69 0.115
H 0.83 1.35 0.92 0.059
H -1.78 -0.04 -1.70 0.074
H 2.17 0.59 0.53 -0.018
H -2.34 -2.31 -0.38 0.138
H 3.65 0.64 -0.77 0.039
H -1.35 -0.73 1.50 0.167
H -1.99 1.58 1.85 0.143
```

For the energy above the lowest of the compared OMol25 structures with the same formula, charge and spin, the calculation gives 152.1 kJ/mol. As for the spin multiplicity: 1. As for the total charge: +1. For the HOMO-LUMO gap, the calculation gives 7.288 eV.

(7)
Here is a cluster of 2 separate species, C6H13N4O3 in total from OMol25. Energies are from wB97M-V/def2-TZVPD.

XYZ file:
```
26
Properties=species:S:1:pos:R:3:lowdin_charge:R:1
O 0.55 2.38 1.90 -0.162
O 3.36 -0.98 3.24 -0.015
O 2.80 -2.81 2.19 0.002
N 0.98 0.93 -0.93 0.079
N 2.67 -1.61 2.43 -0.473
N 1.65 -0.99 1.84 0.121
N 0.96 1.26 2.37 -0.304
C 0.87 1.09 3.84 0.007
C 1.42 0.25 1.74 -0.061
C -0.12 0.12 -1.33 -0.771
C -1.24 0.01 -0.28 -0.074
C 0.42 -1.28 -1.66 -0.079
C -0.71 0.74 -2.62 -0.078
H -0.04 0.54 4.09 0.091
H 0.65 1.74 -0.40 -0.016
H 0.08 0.88 -3.35 0.064
H 1.75 0.55 4.20 0.070
H -0.38 -1.92 -2.04 0.066
H -1.59 1.01 0.00 0.072
H -1.16 1.71 -2.40 0.066
H 0.83 -1.73 -0.76 0.059
H 0.83 2.09 4.28 0.085
H 1.21 -1.20 -2.40 0.067
H -0.85 -0.48 0.60 0.055
H -1.48 0.09 -3.05 0.063
H -2.09 -0.56 -0.67 0.066
```

As for the spin multiplicity: 1. As for the total charge: -1. For the HOMO-LUMO gap (spin up / spin down), the calculation gives 6.022 / 6.024 eV.

(8)
Here is a cluster of 2 separate species, C6H13N5 in total from OMol25. Energies are from wB97M-V/def2-TZVPD.

XYZ file:
```
24
Properties=species:S:1:pos:R:3:lowdin_charge:R:1
N 0.39 1.62 -0.68 -0.101
N 0.00 -0.36 1.42 0.164
N 1.93 -0.19 -0.60 0.180
N -1.00 -1.87 0.02 0.064
N -1.17 -2.14 2.33 0.226
C 1.03 0.60 -0.30 -0.002
C 0.48 2.06 -2.06 0.042
C 2.89 -0.99 -0.49 0.239
C -0.74 -1.42 1.29 -0.508
C -0.42 2.44 0.19 0.019
C -2.10 -2.16 -0.49 0.072
H 0.81 1.27 -2.72 0.117
H -0.31 2.13 1.23 0.097
H -2.11 -2.58 -1.49 0.100
H -1.77 -2.94 2.20 0.138
H 1.18 2.90 -2.14 0.132
H 3.21 -1.55 -1.35 0.141
H -0.12 3.48 0.08 0.130
H -0.50 2.42 -2.39 0.125
H 0.34 -0.08 2.33 0.103
H -0.92 -1.91 3.28 0.139
H -3.07 -1.99 -0.01 0.111
H -1.47 2.37 -0.11 0.129
H 3.44 -1.11 0.45 0.144
```

For the energy above the lowest of the compared OMol25 structures with the same formula, charge and spin, the calculation gives 448.6 kJ/mol. As for the spin multiplicity: 1. As for the total charge: +2. For the HOMO-LUMO gap, the calculation gives 7.471 eV.

(9)
Here is an isolated molecule of C6H13N7 from OMol25. Energies are from wB97M-V/def2-TZVPD.

XYZ file:
```
26
Properties=species:S:1:pos:R:3:lowdin_charge:R:1
N 2.11 -2.08 -0.01 0.103
N -1.55 0.55 -0.62 0.007
N 2.08 -0.93 -2.02 0.141
N 0.14 0.70 -2.18 0.160
N 0.43 -0.44 -0.13 0.110
N 1.82 0.60 -3.77 0.102
N -0.21 -0.50 2.68 -0.017
C -2.20 -0.11 0.43 -0.246
C 1.44 -1.11 -0.73 -0.404
C -0.55 0.75 2.13 -0.340
C 1.35 0.14 -2.54 -0.413
C -2.09 0.87 1.66 -0.144
C -0.27 0.27 -1.03 -0.453
H -2.85 0.58 2.36 0.082
H 1.60 -2.04 1.04 0.181
H -2.30 2.01 1.37 0.135
H 0.10 -0.99 1.89 -0.026
H 2.92 -2.50 -0.42 0.081
H -1.78 1.47 -1.12 0.182
H -0.58 1.55 2.90 0.101
H -3.26 -0.51 0.09 0.134
H 0.24 1.16 1.56 0.084
H 1.64 1.52 -3.95 0.029
H 2.90 0.75 -3.71 0.144
H -1.69 -1.17 0.70 0.154
H 0.55 -0.51 3.43 0.112
```

Its SMILES is NCCCNc1nc(N)nc(N)n1. As for the spin multiplicity: 1. As for the total charge: 0. For the HOMO-LUMO gap, the calculation gives 9.642 eV.

(10)
Here is a cluster of 2 separate species, C6H13NO in total from OMol25. Energies are from wB97M-V/def2-TZVPD.

XYZ file:
```
21
Properties=species:S:1:pos:R:3:mulliken_spin:R:1
O -1.06 2.23 -1.04 -0.026
N 0.61 0.09 1.27 0.048
C 0.20 -0.49 0.00 0.357
C -1.05 -1.11 -0.07 0.545
C 1.01 -0.75 -2.33 0.074
C 1.25 -0.68 -0.99 0.139
C 1.36 1.33 1.10 0.167
C -1.91 -1.37 1.13 -0.140
H 2.26 1.34 0.46 0.032
H -1.47 -1.36 -1.04 0.058
H -1.64 -0.74 1.97 -0.009
H -1.69 2.70 -0.50 -0.008
H -2.97 -1.15 0.86 0.031
H -0.57 1.65 -0.43 -0.037
H 1.22 -0.49 1.85 -0.051
H 2.20 -1.00 -0.56 -0.058
H 1.65 1.64 2.12 -0.118
H -2.04 -2.42 1.42 0.047
H 0.11 -0.42 -2.81 -0.020
H 1.77 -1.10 -3.03 -0.032
H 0.76 2.10 0.62 0.001
```

For the energy above the lowest of the compared OMol25 structures with the same formula, charge and spin, the calculation gives 185.8 kJ/mol. As for the spin multiplicity: 2. As for the total charge: -1. For the HOMO-LUMO gap (spin up / spin down), the calculation gives 3.548 / 6.625 eV. As for the expectation value of S²: 0.7649.

(11)
Here is a cluster of 3 separate species, C6H13NO in total from OMol25. Energies are from wB97M-V/def2-TZVPD.

XYZ file:
```
21
Properties=species:S:1:pos:R:3:lowdin_charge:R:1
O -2.00 -1.65 -0.35 -0.076
N 0.63 1.43 1.59 0.165
C -2.38 0.71 -0.01 -0.087
C -1.53 -0.49 0.31 -0.307
C 1.07 -1.61 -0.06 -0.062
C 0.74 0.79 0.54 -0.302
C 0.42 -0.27 -0.30 -0.242
C 2.50 1.10 -0.48 -0.018
H -2.21 1.05 -1.04 0.081
H -2.15 -1.43 -1.28 0.094
H -3.45 0.50 0.08 0.084
H 2.68 0.57 -1.41 0.019
H 2.41 2.17 -0.65 0.014
H -1.51 -0.73 1.38 0.119
H 3.24 0.86 0.28 0.020
H -0.24 1.31 2.11 0.064
H 0.23 0.01 -1.33 0.127
H 0.34 -2.41 -0.25 0.074
H -2.16 1.55 0.66 0.067
H 1.92 -1.74 -0.74 0.076
H 1.43 -1.72 0.96 0.092
```

For the energy above the lowest of the compared OMol25 structures with the same formula, charge and spin, the calculation gives 490.6 kJ/mol. As for the spin multiplicity: 1. As for the total charge: 0. For the HOMO-LUMO gap, the calculation gives 8.171 eV.

Largest force on an atom? In order: 4.41, 5.14, 5.43, 4.80, 5.20, 5.37, 2.26, 2.72, 6.12, 1.63, 6.78 eV Å⁻¹.